A 6-piece molecular cluster, CH14O5S overall in a non-equilibrium geometry. Source: the Open Molecules 2025 dataset; level of theory: the ωB97M-V functional and the def2-TZVPD basis.

## Properties
electronic energy	-22336.14458	eV
HOMO	-9.74	eV
energy relative to the best compared isomer or geometry (same formula, charge and spin)	1.226	eV
SMILES string	CS.O.O.O.O.O
2S+1	1
LUMO energy	0.0056	Ha

XYZ file:
```
21
CH14O5S the ωB97M-V functional and the def2-TZVPD basis
C 0.71665 2.51086 2.31750
S 0.03568 0.82848 1.82519
H 0.10071 2.72949 3.18899
H 0.35176 3.16187 1.52942
H 1.78345 2.48991 2.40460
H 0.65201 0.55131 0.63506
H -1.11512 1.73875 -1.56225
H -2.22814 1.58816 -0.58539
O -1.85380 1.14858 -1.35837
H 3.22501 -0.64904 0.83028
H 2.07236 -0.52914 1.72783
O 2.94405 -0.96204 1.70204
H -2.81390 -3.13970 1.15695
H -2.64109 -4.10685 0.11842
O -2.63812 -3.13603 0.20450
H -0.99123 -1.55843 -2.58792
H -0.03858 -1.59370 -1.41868
O -0.33813 -2.12789 -2.16220
H 1.65695 0.20590 -2.55276
H 0.21798 0.10514 -2.58489
O 0.90150 0.74438 -2.82833
```

Results of the Löwdin charge analysis, in e, for atoms 1 through 8: -0.387 0.638 0.023 0.013 0.022 -0.154 0.024 0.030

The molecule C15H15NO2 in a non-equilibrium geometry. Source: the Open Molecules 2025 dataset; level of theory: the ωB97M-V functional and the def2-TZVPD basis.

## Properties
electronic energy	-21383.52607	eV
HOMO	-8.08	eV
energy relative to the best compared isomer or geometry (same formula, charge and spin)	0.000	eV
SMILES string	Cc1ccc2c(c1)CCCN2C(=O)c1ccco1
2S+1	1
LUMO energy	0.0298	Ha

XYZ file:
```
33
C15H15NO2 the ωB97M-V functional and the def2-TZVPD basis
C 4.90447 1.19683 0.21190
C 3.44393 0.86310 0.18824
C 3.00236 -0.42408 -0.06550
C 1.65219 -0.74743 -0.11263
C 0.70703 0.25674 0.10147
C 1.14362 1.55089 0.37873
C 2.48889 1.84823 0.41487
H 2.80437 2.85896 0.62789
H 0.41955 2.32740 0.56065
N -0.67526 -0.04033 0.10201
C -1.57953 0.86159 -0.38542
O -1.26018 1.86353 -1.00244
C -3.01356 0.62157 -0.11981
C -4.07217 1.16874 -0.80024
C -5.23810 0.75969 -0.11947
C -4.81003 0.00895 0.93336
O -3.47350 -0.08401 0.94326
H -5.33969 -0.49375 1.71879
H -6.25087 0.99591 -0.37286
H -4.00324 1.78061 -1.67533
C -0.99579 -1.43140 0.35255
H -0.70037 -1.68855 1.37594
C -0.23396 -2.30110 -0.64559
C 1.25697 -2.17782 -0.36509
H 1.51306 -2.77012 0.52006
H 1.83768 -2.57700 -1.19948
H -0.45632 -1.95136 -1.65607
H -0.55801 -3.33932 -0.56256
H -2.06534 -1.59398 0.24804
H 3.72454 -1.21106 -0.23649
H 5.14873 1.78487 1.09483
H 5.51134 0.29486 0.21115
H 5.16718 1.78884 -0.66478
```

Results of the Löwdin charge analysis, in e, for atoms 1 through 8: -0.054 -0.280 -0.006 -0.149 -0.141 0.003 -0.037 0.113

C40H44BrKN4O10P2S4 as an isolated structure in a non-equilibrium geometry. Source: the Open Molecules 2025 dataset; level of theory: the ωB97M-V functional and the def2-TZVPD basis.

## Properties
total charge	-2
electronic energy	-216924.31726	eV
HOMO	-2.25	eV
energy relative to the best compared isomer or geometry (same formula, charge and spin)	5.469	eV
2S+1	1
LUMO energy	0.1243	Ha

XYZ file:
```
106
C40H44BrKN4O10P2S4 the ωB97M-V functional and the def2-TZVPD basis
K 2.12370 -1.31282 1.42079
O 3.34751 -1.68440 -0.56934
S 3.76698 -1.53545 -1.94898
C 3.52049 -3.20478 -2.77995
C 2.41917 -3.99673 -2.10319
C 2.94475 -4.84454 -0.94907
C 1.82734 -5.60901 -0.27425
S 0.56104 -4.47344 0.68202
O 1.09816 -3.12748 0.44422
C 1.28354 -5.05403 2.23584
C 0.75397 -6.14220 2.90934
C 1.40947 -6.63757 4.02329
C 2.57328 -6.03216 4.47360
C 3.07019 -4.91543 3.82252
C 2.43348 -4.44094 2.69044
C 2.38523 -0.78142 -2.86362
C 2.57759 -0.47772 -4.20307
C 1.53749 0.07293 -4.92926
C 0.32174 0.32754 -4.31178
C 0.15167 0.05514 -2.96537
C 1.19047 -0.49399 -2.23187
H 4.47880 -3.72170 -2.72005
H 3.29421 -3.00259 -3.82416
H 1.92712 -4.64554 -2.83625
H 1.67139 -3.31150 -1.70198
H 3.42566 -4.19257 -0.21916
H 3.69936 -5.54859 -1.32841
H 2.22278 -6.34171 0.42786
H 1.21331 -6.13457 -1.01052
H -0.17133 -6.58833 2.57430
H 1.00744 -7.49526 4.54817
H 3.08616 -6.42936 5.34012
H 3.94284 -4.39131 4.18195
H 2.82372 -3.57859 2.17540
H 3.53321 -0.67937 -4.67219
H 1.67284 0.30039 -5.97758
H -0.49055 0.75447 -4.88193
H -0.78890 0.26691 -2.48286
H 1.08563 -0.68252 -1.17495
S -0.10040 2.51265 1.45813
C -1.82713 2.98457 1.51769
N -2.49559 4.19890 1.28994
C -3.92753 3.96926 1.20597
C -4.39014 3.01044 2.30515
N -3.78538 1.70069 2.14425
C -4.23054 0.70823 3.11125
C -5.49048 0.07278 2.58468
C -5.39403 -0.98495 1.68477
C -6.53050 -1.50815 1.09680
C -7.77809 -0.98814 1.39660
C -7.88650 0.04290 2.31482
C -6.74861 0.56539 2.90682
C -2.40743 1.84988 1.94296
S -0.98846 0.79293 2.16712
C -1.94118 5.05341 0.26358
C -2.26857 4.64255 -1.15098
C -2.32898 3.29824 -1.50907
C -2.67536 2.93219 -2.79718
C -2.93501 3.89844 -3.75384
C -2.88807 5.23729 -3.40426
C -2.57470 5.60254 -2.10661
H -4.22245 3.54452 0.23480
H -4.43054 4.93439 1.33117
H -5.47464 2.89266 2.23552
H -4.13639 3.44615 3.28539
H -4.40236 1.17407 4.09639
H -3.44627 -0.04656 3.19864
H -4.42358 -1.39730 1.45724
H -6.44073 -2.32888 0.39926
H -8.66706 -1.39076 0.92797
H -8.86036 0.44133 2.56874
H -6.84317 1.36646 3.62966
H -0.85603 5.04330 0.40861
H -2.30908 6.07293 0.43973
H -2.12456 2.54031 -0.76820
H -2.75016 1.88434 -3.05187
H -3.17438 3.61193 -4.76958
H -3.10824 6.00052 -4.13962
H -2.56439 6.64860 -1.82928
O 2.05489 -1.02411 4.62598
P 3.63745 -0.82986 4.05578
O 4.53045 -0.98106 5.22977
O 3.80304 -1.70554 2.86316
O 3.60954 0.71276 3.57902
P 2.36416 1.56628 2.95440
O 1.40643 1.67478 4.26701
O 2.86133 2.89720 2.57047
O 1.64518 0.71101 1.93683
H 2.16706 -1.56757 5.40550
H 1.36989 0.75947 4.56112
N 5.30779 2.09150 -4.96320
C 5.27025 2.04162 -3.59482
O 6.26021 1.73338 -2.96594
C 3.95621 2.37508 -2.99946
C 3.00216 3.16260 -3.64649
C 1.77974 3.37014 -3.03532
C 1.55035 2.79339 -1.79173
N 2.45593 2.06370 -1.17024
C 3.61878 1.85801 -1.74212
H 6.14657 1.76834 -5.41337
H 4.46880 2.18103 -5.50308
H 3.22304 3.63093 -4.59946
H 1.01037 3.95652 -3.51519
H 0.61484 2.93046 -1.26466
H 4.32198 1.25625 -1.18215
Br -1.54033 -3.72611 2.02500
```

Results of the Löwdin charge analysis, in e, for atoms 1 through 8: 0.790 -0.587 0.987 -0.287 -0.251 -0.258 -0.283 0.657

C22H13BrF9N5O2Pd as an isolated structure in a non-equilibrium geometry. Source: the Open Molecules 2025 dataset; level of theory: the ωB97M-V functional and the def2-TZVPD basis.

## Properties
electronic energy	-132548.41719	eV
HOMO (spin up / spin down)	-7.43 / -7.37	eV
⟨S²⟩	2.013
2S+1	3
LUMO energy (spin up / spin down)	-0.0207 / -0.0834	Ha

XYZ file:
```
53
C22H13BrF9N5O2Pd the ωB97M-V functional and the def2-TZVPD basis
Pd -1.15770 0.30357 -2.18218
Br 5.59902 -6.23376 1.54220
C 4.85874 -4.64061 2.25887
C 5.68480 -3.73099 2.89742
C 5.14793 -2.56447 3.41131
C 3.78912 -2.29362 3.25994
C 2.96256 -3.24318 2.64528
C 3.49470 -4.41534 2.14883
N 3.25038 -1.13316 3.84061
N 2.33951 -0.46608 3.32133
C 1.99394 -0.49179 1.98236
C 2.94063 -0.57995 0.96130
C 2.59713 -0.50372 -0.37374
C 1.25581 -0.42011 -0.78569
O 0.91454 -0.29951 -2.01779
C 0.26352 -0.40545 0.26803
N -1.03329 -0.41396 -0.11383
C -1.98731 -0.30779 0.78335
C -1.71439 -0.18080 2.15009
C -0.41055 -0.21178 2.57696
C 0.62453 -0.33602 1.63012
H 6.74187 -3.93439 2.98693
H 5.77293 -1.84262 3.91772
H 1.89731 -3.06696 2.58538
H 2.85985 -5.13953 1.65901
H 3.98544 -0.65084 1.23438
H 3.36665 -0.50157 -1.13311
H -3.00517 -0.33248 0.41501
H -2.53127 -0.07100 2.84783
H -0.15198 -0.12471 3.62346
N -4.13666 0.67388 -2.16245
C -5.36548 0.14383 -2.08853
C -5.29594 -1.12024 -2.63627
C -3.95611 -1.27812 -3.00996
N -3.27220 -0.17930 -2.71909
H -3.76962 1.53750 -1.75669
H -6.19638 0.67507 -1.66152
H -6.09682 -1.82702 -2.74338
H -3.47075 -2.11695 -3.47772
F 0.65197 4.40480 -1.75444
C 0.03063 3.22893 -1.79496
F 0.51008 2.47965 -0.80045
F 0.41330 2.63369 -2.94804
C -1.53807 3.31854 -1.68356
O -2.11116 2.19665 -1.17641
C -2.08212 3.56771 -3.12937
F -1.45635 4.51640 -3.82496
F -1.97208 2.42017 -3.84815
F -3.38526 3.86295 -3.10901
C -1.87635 4.50712 -0.73950
F -1.27769 4.32010 0.44263
F -1.50201 5.70734 -1.20041
F -3.19421 4.55992 -0.51917
```

Results of the Löwdin charge analysis, in e, for atoms 1 through 8: 1.135 0.728 -0.692 -0.126 -0.024 -0.289 -0.025 -0.119

The molecule C4H10N2. Source: the Open Molecules 2025 dataset; level of theory: the ωB97M-V functional and the def2-TZVPD basis.

## Properties
electronic energy	-7289.90054	eV
HOMO	-7.39	eV
energy relative to the best compared isomer or geometry (same formula, charge and spin)	0.719	eV
SMILES string	C/C=C(\N)NC
2S+1	1
LUMO energy	0.0375	Ha

XYZ file:
```
16
C4H10N2 the ωB97M-V functional and the def2-TZVPD basis
C 2.07451 -1.00783 0.12340
C -1.16926 1.95368 -0.08412
N 0.68716 -1.34929 0.30977
C -0.30694 -0.39273 0.10797
N -1.59085 -0.94491 0.08912
C -0.08435 0.92608 0.05047
H 0.44324 -2.25693 -0.06296
H -2.29721 -0.29918 -0.22923
H -1.65812 -1.84333 -0.37196
H 0.91621 1.30222 0.16295
H 2.67755 -1.90677 0.24953
H 2.28134 -0.57664 -0.86731
H 2.37419 -0.28517 0.88523
H -0.73438 2.92019 -0.33508
H -1.88015 1.69345 -0.87380
H -1.73293 2.06716 0.84602
```

Results of the Löwdin charge analysis, in e, for atoms 1 through 8: -0.125 -0.128 -0.056 -0.440 0.107 -0.146 0.113 0.071

C4H6CuO7 as an isolated structure in a non-equilibrium geometry. Source: the Open Molecules 2025 dataset; level of theory: the ωB97M-V functional and the def2-TZVPD basis.

## Properties
total charge	-1
electronic energy	-63215.49520	eV
HOMO (spin up / spin down)	-2.17 / -2.17	eV
energy relative to the best compared isomer or geometry (same formula, charge and spin)	2.510	eV
2S+1	1
LUMO energy (spin up / spin down)	-0.0094 / -0.0094	Ha

XYZ file:
```
18
C4H6CuO7 the ωB97M-V functional and the def2-TZVPD basis
O -1.32731 -3.34929 0.06174
C -0.44543 -2.68847 0.66249
O 0.19799 -3.14334 1.64275
O -0.23966 -1.43706 0.22727
O -0.10638 1.43875 0.13967
C -0.06264 2.53083 -0.66421
O 0.98443 2.98837 -1.11209
O -1.11828 3.30434 -0.32154
C 1.01728 0.58707 0.09694
C 0.72977 -0.64668 0.91063
Cu -1.00388 -5.38983 1.48005
H -1.04444 4.13650 -0.80143
H 1.88685 1.11220 0.53137
H 1.25551 0.31458 -0.94137
H 0.35963 -0.37935 1.90886
H 1.66133 -1.21437 1.02330
O -1.23394 1.16185 -2.81261
H -1.51086 0.67389 -2.03182
```

Results of the Löwdin charge analysis, in e, for atoms 1 through 8: -0.037 -0.786 -0.062 0.041 0.004 -0.609 0.055 0.105